86
Properties=species:S:1:pos:R:3 method="wB97M-V/def2-TZVPD" total_charge=+3 spin_multiplicity=2
Ir -0.353 0.300 -0.189
C -4.684 -1.047 -0.616
C -4.546 -2.378 -0.965
C -3.284 -2.863 -1.275
C -2.195 -2.015 -1.209
N -2.322 -0.737 -0.812
C -3.546 -0.266 -0.536
C -0.842 -2.391 -1.628
C -0.485 -3.648 -2.085
C 0.815 -3.855 -2.514
C 1.718 -2.805 -2.483
C 1.299 -1.573 -2.005
N 0.043 -1.386 -1.581
C 2.181 -0.410 -1.878
C 3.475 -0.397 -2.372
C 4.293 0.692 -2.125
C 3.786 1.754 -1.398
C 2.475 1.692 -0.968
N 1.674 0.645 -1.213
H -5.652 -0.620 -0.391
H -5.407 -3.032 -1.007
H -3.161 -3.895 -1.568
H -3.614 0.767 -0.240
H -1.198 -4.459 -2.111
H 1.125 -4.830 -2.866
H 2.733 -2.959 -2.814
H 3.851 -1.230 -2.946
H 5.314 0.701 -2.483
H 4.393 2.617 -1.163
H 2.055 2.516 -0.423
C -1.845 3.394 1.443
P -0.396 2.547 0.756
C 0.817 2.684 2.094
C 0.126 3.653 -0.566
C 0.723 4.886 -0.323
C 1.122 5.678 -1.392
C 0.949 5.229 -2.698
C 0.355 3.996 -2.937
C -0.073 3.223 -1.863
P -0.969 1.685 -2.066
C -2.680 2.272 -2.130
C -0.653 1.072 -3.727
H -1.554 4.421 1.668
H -2.175 2.913 2.357
H -2.667 3.416 0.730
H 1.105 3.722 2.258
H 1.703 2.087 1.882
H 0.351 2.308 3.005
H 0.880 5.245 0.686
H 1.578 6.641 -1.205
H 1.275 5.838 -3.530
H 0.230 3.656 -3.957
H -2.721 3.095 -2.845
H -3.010 2.631 -1.158
H -3.346 1.476 -2.462
H -1.034 1.785 -4.458
H -1.187 0.129 -3.859
H 0.410 0.900 -3.891
O 1.739 -0.827 0.864
S 1.547 -1.579 2.139
C 3.280 -1.800 2.757
C 3.781 -2.897 1.834
C 2.707 -3.990 1.844
C 1.334 -3.325 1.687
H 3.201 -2.118 3.798
H 3.773 -0.835 2.675
H 4.731 -3.293 2.194
H 3.939 -2.499 0.831
H 2.749 -4.527 2.791
H 2.885 -4.708 1.046
H 0.586 -3.753 2.348
H 0.946 -3.305 0.668
F -1.682 -3.205 1.932
C -2.364 -2.340 2.701
F -3.449 -1.987 1.995
F -2.754 -2.962 3.797
C -1.462 -1.086 2.986
O -0.557 -0.909 1.954
C -0.678 -1.295 4.327
F 0.276 -0.360 4.447
F -0.040 -2.482 4.290
F -1.455 -1.244 5.386
C -2.372 0.162 3.171
F -3.481 -0.106 3.832
F -1.718 1.149 3.797
F -2.717 0.653 1.963



16
Properties=species:S:1:pos:R:3 method="wB97M-V/def2-TZVPD" total_charge=+3 spin_multiplicity=8
O 2.729 -1.266 -0.244
C 2.026 -0.210 -0.055
O 2.556 0.775 0.500
O 0.797 -0.225 -0.501
C -1.239 0.673 -0.456
C 0.137 1.099 -0.785
Sm 5.015 -0.351 0.781
H -1.874 1.546 -0.273
H -1.416 0.264 -1.531
H 0.466 1.899 -0.113
H 0.321 1.292 -1.848
Li 2.167 -2.770 -1.205
O -1.692 -0.383 0.468
C -2.806 -0.349 1.002
O -3.193 -1.140 1.887
H -3.992 -0.855 2.374



Record-wise electronic energy values, in eV: -100040.848 -32545.490
Record-wise max |F| values, in eV/Å: 6.2 6.3